No. 1
C11H7ClF3N2O3S | wB97M-V/def2-TZVPD

2S+1: 1
Net charge: -1
Kohn-Sham gap in eV: 7.5
Electronic energy in hartree: -1916.5535
Strongest force on any atom in eV Å⁻¹: 3.69

Each line ends with the Löwdin charge.
Element x y z (Å)
C1 1.370 3.452 -1.228  -0.027
C2 0.604 2.471 -1.861  -0.159
C3 1.080 1.001 -1.611  -0.153
C4 1.554 0.185 -2.707  -0.537
Cl1 1.544 0.871 -4.379  0.580
C5 2.036 -1.200 -2.419  -0.081
C6 2.000 -1.660 -1.055  -0.004
C7 1.486 -0.846 0.102  -0.197
N1 1.519 -1.448 1.355  0.109
C8 1.006 -0.600 2.280  -0.101
C9 0.511 0.782 2.027  -0.084
N2 0.523 1.367 0.803  0.126
C10 1.008 0.514 -0.182  -0.147
H1 2.473 3.420 -1.454  0.065
H2 0.925 4.175 -0.502  0.061
H3 -0.290 2.703 -2.489  0.103
H4 2.433 -1.828 -3.248  0.096
H5 2.364 -2.700 -0.841  0.108
H6 0.954 -0.977 3.337  0.108
H7 0.129 1.372 2.898  0.110
C11 -2.979 -1.531 2.230  -0.642
F1 -4.085 -1.800 2.960  0.094
F2 -2.380 -0.475 2.824  0.083
F3 -2.148 -2.583 2.415  0.089
S1 -3.354 -1.215 0.451  0.426
O1 -4.245 -0.068 0.454  -0.341
O2 -3.981 -2.435 -0.022  -0.341
O3 -2.057 -0.948 -0.140  -0.342

Atomic forces in eV per Å
C -0.7 -1.1 -1.0
C 1.5 0.0 1.0
C 0.5 0.1 -2.2
C -0.4 -0.5 2.8
Cl 0.1 -0.8 1.6
C -0.6 1.3 1.8
C -0.3 1.1 -1.0
C 0.5 -0.4 -2.2
N -1.4 3.4 0.2
C 0.0 0.1 -0.3
C 0.6 -0.8 -1.3
N 0.7 -2.6 1.5
C 0.5 -0.5 -1.1
H -0.9 -0.6 1.7
H 0.4 0.4 -1.8
H 0.0 -0.6 1.7
H -0.4 0.5 0.9
H -0.5 1.2 -0.1
H 0.1 0.4 -1.2
H 0.3 -0.6 -1.0
C 0.0 -0.3 0.7
F 0.2 0.1 -0.3
F -0.1 0.0 -0.2
F -0.2 0.2 -0.3
S -0.7 0.3 -1.8
O 0.3 -0.2 0.7
O 0.3 0.0 0.7
O 0.4 -0.1 0.6

---

No. 2
C4H9N3 | wB97M-V/def2-TZVPD

2S+1: 1
Net charge: 0
Kohn-Sham gap in eV: 8.1
Electronic energy in hartree: -321.9057
Strongest force on any atom in eV Å⁻¹: 3.71

Each line ends with the Löwdin charge.
Element x y z (Å)
C1 -1.765 1.365 0.550  -0.093
C2 -1.299 0.350 -0.455  -0.380
N1 -1.995 0.175 -1.511  0.099
C3 -0.233 -1.060 0.290  -0.413
N2 -0.449 -1.914 1.059  0.075
H1 -1.671 -0.611 -2.080  0.046
H2 -2.629 1.911 0.169  0.072
H3 -2.019 0.866 1.488  0.078
H4 -0.966 2.082 0.761  0.067
C4 2.325 -0.455 0.371  -0.076
N3 1.144 -0.556 -0.510  -0.030
H5 1.265 -1.239 -1.261  0.139
H6 0.455 0.364 -0.665  0.163
H7 2.187 0.375 1.062  0.089
H8 3.205 -0.300 -0.250  0.079
H9 2.446 -1.351 0.982  0.086

Atomic forces in eV per Å
C 0.3 0.2 0.0
C -1.0 -2.1 0.9
N 0.8 0.2 0.2
C -1.4 2.5 -1.4
N 0.1 -0.7 0.5
H 0.0 0.0 0.2
H 0.0 -0.1 0.0
H 0.1 0.0 -0.1
H 0.0 0.0 0.1
C 0.1 0.2 -0.2
N -1.8 1.2 1.0
H 0.0 0.7 -0.2
H 2.9 -2.2 -0.7
H 0.0 0.0 -0.2
H 0.1 0.1 0.2
H -0.2 -0.1 -0.3

---

No. 3
C4H5NO | wB97M-V/def2-TZVPD

2S+1: 1
Net charge: 0
Kohn-Sham gap in eV: 10.5
Structure (SMILES): [H]/N=C1/C=CCO1
Electronic energy in hartree: -285.3857
Strongest force on any atom in eV Å⁻¹: 0.32

Each line ends with the Löwdin charge.
Element x y z (Å)
N1 2.296 -0.070 -0.367  0.153
C1 1.086 0.016 -0.018  -0.464
C2 0.161 1.146 -0.235  -0.006
C3 -1.080 0.707 -0.043  -0.035
C4 -1.017 -0.748 0.336  -0.170
O1 0.367 -1.002 0.552  -0.022
H1 2.626 -1.021 -0.194  0.061
H2 0.496 2.117 -0.566  0.114
H3 -2.006 1.253 -0.192  0.112
H4 -1.340 -1.384 -0.502  0.132
H5 -1.591 -1.015 1.228  0.127

Atomic forces in eV per Å
N -0.2 0.0 0.2
C 0.2 0.1 -0.2
C -0.2 -0.1 0.0
C 0.2 0.0 -0.1
C -0.2 0.0 0.0
O 0.0 -0.1 -0.2
H 0.1 0.1 0.1
H 0.0 -0.1 0.0
H 0.2 -0.1 0.1
H -0.2 0.1 0.2
H 0.1 0.1 -0.1

---

No. 4
C26H79N17O11 | wB97M-V/def2-TZVPD

2S+1: 1
Net charge: 0
Kohn-Sham gap in eV: 9.3
Structure (SMILES): COC[C@H](C)N.COC[C@H](C)N.COC[C@H](C)N.COC[C@H](C)N.COC[C@H](C)N.NC(N)=O.NC(N)=O.NC(N)=O.NC(N)=O.NC(N)=O.NC(N)=O
Electronic energy in hartree: -2796.6536
Strongest force on any atom in eV Å⁻¹: 4.33

Each line ends with the Löwdin charge.
Element x y z (Å)
C1 -0.036 -1.472 4.624  -0.066
C2 -0.349 -2.363 3.495  -0.462
C3 -0.877 -3.657 4.049  -0.177
O1 0.192 -4.379 4.778  -0.207
C4 0.813 -5.298 3.882  -0.115
N1 -1.486 -1.957 2.646  0.079
H1 0.251 -0.440 4.326  0.069
H2 0.731 -2.001 5.175  0.083
H3 -0.859 -1.242 5.310  0.088
H4 0.525 -2.615 2.915  0.119
H5 -1.327 -4.313 3.277  0.116
H6 -1.650 -3.457 4.834  0.142
H7 1.320 -4.737 3.127  0.065
H8 0.091 -5.902 3.346  0.069
H9 1.443 -5.911 4.579  0.107
H10 -1.676 -2.639 1.925  0.041
H11 -1.311 -1.074 2.187  0.032
C5 -5.117 2.673 1.476  -0.073
C6 -4.411 1.951 2.610  -0.450
C7 -3.577 2.942 3.445  -0.218
O2 -2.844 2.422 4.513  -0.176
C8 -1.818 1.583 4.101  -0.121
N2 -5.418 1.261 3.426  0.034
H12 -4.453 3.114 0.756  0.058
H13 -5.859 3.372 1.857  0.080
H14 -5.611 1.939 0.842  0.073
H15 -3.747 1.181 2.170  0.127
H16 -4.309 3.662 3.847  0.134
H17 -2.840 3.468 2.828  0.114
H18 -1.333 1.271 5.066  0.109
H19 -1.184 2.132 3.424  0.070
H20 -2.111 0.687 3.582  0.064
H21 -5.093 1.132 4.396  0.077
H22 -6.201 1.949 3.578  0.085
C9 2.303 3.361 4.371  -0.053
C10 3.664 3.277 3.627  -0.437
C11 3.354 2.479 2.371  -0.208
O3 4.428 2.535 1.410  -0.253
C12 5.517 1.724 1.818  -0.097
N3 4.250 4.554 3.414  0.058
H23 2.301 3.579 5.442  0.080
H24 1.742 2.454 4.268  0.059
H25 1.639 4.180 4.122  0.074
H26 4.266 2.596 4.252  0.142
H27 2.540 2.936 1.825  0.112
H28 3.135 1.436 2.592  0.118
H29 6.072 1.325 0.929  0.106
H30 5.202 0.931 2.492  0.091
H31 6.274 2.276 2.366  0.078
H32 5.172 4.707 2.989  0.092
H33 3.566 5.162 3.021  0.065
C13 -3.218 -1.233 -0.628  -0.048
C14 -3.359 -2.533 -1.398  -0.464
C15 -3.782 -3.764 -0.559  -0.180
O4 -2.899 -4.157 0.523  -0.213
C16 -1.842 -5.015 -0.062  -0.076
N4 -4.360 -2.439 -2.413  0.040
H34 -2.403 -1.211 0.093  0.043
H35 -4.156 -1.025 -0.043  0.106
H36 -3.044 -0.357 -1.249  0.054
H37 -2.390 -2.672 -1.916  0.116
H38 -4.009 -4.703 -1.089  0.116
H39 -4.746 -3.431 -0.131  0.125
H40 -1.182 -4.374 -0.674  0.076
H41 -2.224 -5.838 -0.698  0.087
H42 -1.209 -5.418 0.736  0.068
H43 -4.289 -1.488 -2.703  0.005
H44 -4.022 -3.015 -3.248  0.109
C17 0.501 -1.406 -0.633  -0.047
C18 1.347 -0.174 -0.364  -0.419
C19 0.808 0.518 0.895  -0.197
O5 -0.576 0.721 0.886  -0.226
C20 -1.005 1.972 0.354  -0.056
N5 2.761 -0.473 -0.164  0.066
H45 0.852 -2.040 -1.426  0.061
H46 -0.529 -1.032 -0.849  0.061
H47 0.294 -1.968 0.273  0.073
H48 1.209 0.452 -1.198  0.086
H49 1.323 1.459 1.085  0.094
H50 0.987 -0.185 1.765  0.136
H51 -2.014 1.782 0.046  0.066
H52 -0.312 2.272 -0.428  0.076
H53 -1.105 2.762 1.161  0.090
H54 2.719 -1.264 0.450  0.066
H55 3.222 -0.881 -1.038  0.088
C21 -1.040 -1.946 -4.249  -0.591
O6 -0.269 -2.900 -4.100  -0.009
N6 -2.163 -1.933 -5.173  0.125
N7 -0.860 -0.736 -3.584  0.139
H56 -2.366 -2.769 -5.711  0.088
H57 -2.808 -1.109 -5.250  0.091
H58 -1.659 -0.044 -3.658  0.096
H59 -0.392 -0.684 -2.674  0.059
C22 -0.096 2.645 -3.269  -0.633
O7 -1.199 2.635 -3.710  0.045
N8 0.818 1.638 -3.269  0.182
N9 0.509 3.826 -2.724  0.164
H60 0.629 0.808 -3.782  0.069
H61 1.778 1.907 -3.146  0.057
H62 1.456 3.665 -2.636  -0.002
H63 0.185 4.664 -3.155  0.092
C23 4.253 -0.081 -4.420  -0.618
O8 3.428 -0.306 -3.534  -0.017
N10 4.662 -1.144 -5.273  0.147
N11 4.650 1.102 -4.830  0.196
H64 5.599 -1.089 -5.675  0.098
H65 4.669 -2.047 -4.854  0.064
H66 5.167 1.127 -5.705  0.123
H67 4.283 1.952 -4.421  0.084
C24 3.700 -3.400 -2.420  -0.695
O9 4.721 -2.810 -2.173  0.016
N12 3.506 -4.660 -1.830  0.120
N13 2.695 -2.919 -3.211  0.159
H68 2.567 -5.097 -1.739  0.101
H69 4.140 -4.868 -1.065  0.092
H70 2.748 -1.988 -3.595  0.048
H71 2.079 -3.672 -3.531  0.098
C25 -4.540 1.239 -3.186  -0.628
O10 -3.957 0.282 -3.684  -0.010
N14 -5.897 1.432 -3.234  0.152
N15 -3.876 2.264 -2.525  0.164
H72 -6.556 0.663 -3.365  0.118
H73 -6.155 1.943 -2.403  0.086
H74 -4.454 3.044 -2.308  0.081
H75 -2.896 2.505 -2.722  0.070
C26 3.699 3.134 -1.845  -0.719
O11 3.454 3.327 -3.041  -0.041
N16 3.923 1.896 -1.434  0.215
N17 3.673 4.113 -0.987  0.212
H76 4.127 1.615 -0.484  0.073
H77 3.898 1.170 -2.132  0.065
H78 3.623 5.046 -1.309  0.113
H79 3.902 3.927 -0.029  0.081

Atomic forces in eV per Å
C 0.2 1.8 0.5
C -2.4 -1.1 -1.1
C 0.4 -1.3 2.2
O -1.5 0.1 -1.4
C 0.1 0.0 2.0
N 0.5 0.9 0.3
H 0.5 -0.7 -0.1
H 0.4 0.4 0.4
H -0.3 -0.7 -0.2
H 0.8 0.2 -0.3
H 0.3 0.3 0.3
H 0.5 0.0 -0.8
H 1.1 0.2 -0.5
H -0.4 -0.5 0.2
H -0.2 0.4 -1.3
H -0.1 -0.2 -0.1
H 0.0 0.2 -0.1
C -0.2 -0.9 -0.2
C 0.6 -0.3 0.3
C -0.4 0.5 -0.6
O -1.4 -0.2 0.6
C 0.8 -0.4 1.5
N -1.1 1.1 0.9
H 0.6 0.8 0.0
H 0.1 0.2 -0.1
H -0.5 -0.2 0.3
H -0.2 0.3 0.2
H 0.4 0.0 0.1
H -0.2 0.2 -0.5
H 0.0 0.3 -1.2
H 0.9 0.2 -0.2
H -0.5 -0.5 -0.2
H 0.3 -0.2 -0.7
H 0.8 -0.9 -0.4
C 0.1 0.9 0.9
C -0.9 -1.4 0.8
C 0.9 0.6 -1.1
O 0.0 -0.6 0.6
C 1.0 -0.1 -0.7
N 0.6 0.8 0.5
H 1.0 -0.4 0.2
H -0.3 -0.6 -0.2
H 0.0 0.3 -1.2
H 0.4 0.6 -0.1
H -0.5 0.1 0.0
H -0.2 -0.1 0.0
H -0.8 0.1 0.6
H -0.2 -0.3 -0.3
H 0.1 0.5 0.2
H -0.8 -0.8 0.2
H -0.2 0.7 -0.3
C -1.3 0.2 1.4
C 1.7 -1.2 0.1
C -0.1 0.4 1.3
O 0.9 -1.0 -1.4
C -0.2 1.3 0.3
N -0.2 -1.0 -2.0
H 0.0 -0.4 0.1
H 0.7 -0.2 -0.5
H -0.1 -0.1 -0.5
H 0.1 -0.4 0.5
H 0.1 0.7 -0.6
H 0.4 -0.3 0.2
H -0.3 -0.3 0.0
H -0.1 0.4 0.4
H -0.4 0.0 0.1
H -0.4 0.6 -0.9
H -0.9 1.1 1.5
C -1.7 0.9 0.4
C -0.3 -0.9 0.6
C 0.6 -0.8 0.9
O -0.6 0.2 0.1
C 0.2 -0.1 1.4
N 0.8 -0.5 -1.2
H 0.3 -0.3 -0.4
H 0.6 -0.4 -0.2
H 0.5 -0.4 0.3
H 0.2 1.1 -1.0
H 0.1 -0.1 0.0
H 0.1 0.7 -0.7
H -0.5 0.1 -0.8
H -0.3 0.4 -0.3
H 0.6 -0.7 -0.7
H 0.5 -0.5 0.6
H -1.0 0.9 1.3
C -0.7 -0.1 -0.7
O -1.4 1.0 -0.4
N 1.1 0.8 1.4
N -1.8 1.0 -0.4
H 0.3 0.4 0.3
H 1.1 -1.4 0.4
H 1.2 -1.1 0.1
H -0.2 -0.7 -0.8
C 3.7 2.1 0.7
O -2.7 -0.5 -0.6
N -0.4 0.2 0.3
N -3.2 -1.8 -0.1
H -0.2 -0.5 -0.3
H 0.3 -0.2 -0.1
H 2.4 0.7 0.0
H 0.0 0.4 -0.1
C -0.9 -2.7 -1.2
O 0.3 0.8 0.4
N 1.0 0.7 0.1
N 1.0 1.3 -0.8
H -0.4 0.7 0.0
H -0.7 -0.6 0.8
H -0.3 0.3 0.6
H -0.1 0.1 0.2
C -0.9 -0.5 0.5
O 1.3 1.0 0.2
N -1.2 -0.5 -0.1
N -0.1 -2.6 0.5
H 1.1 0.8 -0.2
H -0.2 0.2 -0.4
H 0.0 0.1 -0.1
H -0.2 1.3 -0.2
C 1.4 0.0 -0.3
O -0.1 0.3 -0.1
N -0.9 0.1 0.9
N -0.1 -0.6 -0.2
H 1.0 0.0 -0.2
H -0.5 0.3 -0.2
H -0.1 0.6 0.1
H -0.5 -0.6 -0.3
C 0.0 -1.4 -1.6
O -0.3 0.4 -1.5
N 0.6 -1.2 0.8
N 0.1 1.3 2.3
H -0.3 0.3 0.0
H -0.2 -0.1 0.0
H -0.1 0.6 -0.4
H 0.2 0.0 0.3

---

In the order shown, the computed LUMO level values come out to 0.068, 0.015, 0.033, 0.018 hartree.